Entry from the OMol25 dataset: C28H34N5PPt as an isolated structure (wB97M-V/def2-TZVPD).

Element x y z (Å)
Pt 0.041 0.597 0.861
N -4.227 1.046 1.002
C -2.965 1.185 0.649
N -1.966 0.575 1.245
C -2.255 -0.360 2.267
N -1.334 -1.131 2.752
N -0.139 -0.933 2.135
C 0.946 -1.481 2.532
C 2.125 -1.171 1.728
C 3.296 -1.886 1.851
C 4.322 -1.672 0.937
C 4.116 -0.770 -0.086
C 2.923 -0.059 -0.133
N 1.957 -0.208 0.769
C -3.612 -0.446 2.762
C -3.959 -1.238 3.863
C -5.271 -1.300 4.273
C -6.258 -0.582 3.592
C -5.938 0.203 2.504
C -4.612 0.267 2.098
H -4.934 1.541 0.476
H -2.752 1.852 -0.175
H 0.965 -2.162 3.376
H 3.392 -2.623 2.636
H 5.251 -2.221 1.015
H 4.863 -0.597 -0.847
H 2.741 0.658 -0.912
H -3.185 -1.791 4.375
H -5.542 -1.909 5.124
H -7.287 -0.642 3.920
H -6.702 0.760 1.976
C 1.534 5.194 0.241
C 1.750 3.676 0.328
C 2.056 3.322 1.791
C 2.972 3.303 -0.514
P 0.183 2.743 -0.169
C -1.114 3.736 0.664
C -1.838 4.737 0.011
C -2.771 5.505 0.692
C -2.989 5.301 2.046
C -2.262 4.328 2.718
C -1.338 3.554 2.032
C -0.115 2.767 -2.020
C -1.571 2.371 -2.306
C 0.767 1.673 -2.637
C 0.221 4.085 -2.735
H 2.459 5.678 0.562
H 0.741 5.537 0.903
H 1.323 5.537 -0.770
H 2.957 3.861 2.091
H 2.246 2.255 1.927
H 1.260 3.629 2.465
H 3.835 3.828 -0.101
H 2.883 3.605 -1.556
H 3.204 2.241 -0.471
H -1.672 4.942 -1.032
H -3.316 6.276 0.164
H -3.711 5.906 2.579
H -2.406 4.175 3.779
H -0.781 2.804 2.578
H -1.835 1.428 -1.816
H -1.674 2.202 -3.379
H -2.290 3.133 -2.020
H 0.565 0.697 -2.192
H 1.825 1.918 -2.546
H 0.550 1.606 -3.705
H -0.370 4.931 -2.395
H 0.001 3.945 -3.796
H 1.272 4.350 -2.659

Computed properties:
Net charge: +2
Kohn-Sham gap, eV: 7.35

List of natural (NBO) charges in e, atom by atom: number 1, Pt, carries 0.674; number 2, N, carries -0.510; number 3, C, carries 0.376; number 4, N, carries -0.568; number 5, C, carries 0.441; number 6, N, carries -0.315; number 7, N, carries -0.267; number 8, C, carries 0.116; number 9, C, carries 0.133; number 10, C, carries -0.181; number 11, C, carries -0.109; number 12, C, carries -0.209; number 13, C, carries 0.086; number 14, N, carries -0.453; number 15, C, carries -0.172; number 16, C, carries -0.120; number 17, C, carries -0.188; number 18, C, carries -0.125; number 19, C, carries -0.250; number 20, C, carries 0.238; number 21, H, carries 0.443; number 22, H, carries 0.244; number 23, H, carries 0.246; number 24, H, carries 0.255; number 25, H, carries 0.257; number 26, H, carries 0.257; number 27, H, carries 0.226; number 28, H, carries 0.252; number 29, H, carries 0.248; number 30, H, carries 0.248; number 31, H, carries 0.238; number 32, C, carries -0.630; number 33, C, carries -0.294; number 34, C, carries -0.625; number 35, C, carries -0.616; number 36, P, carries 1.070; number 37, C, carries -0.429; number 38, C, carries -0.145; number 39, C, carries -0.221; number 40, C, carries -0.162; number 41, C, carries -0.211; number 42, C, carries -0.213; number 43, C, carries -0.330; number 44, C, carries -0.623; number 45, C, carries -0.621; number 46, C, carries -0.619; number 47, H, carries 0.237; number 48, H, carries 0.225; number 49, H, carries 0.221; number 50, H, carries 0.240; number 51, H, carries 0.205; number 52, H, carries 0.223; number 53, H, carries 0.241; number 54, H, carries 0.219; number 55, H, carries 0.193; number 56, H, carries 0.208; number 57, H, carries 0.239; number 58, H, carries 0.239; number 59, H, carries 0.236; number 60, H, carries 0.220; number 61, H, carries 0.200; number 62, H, carries 0.247; number 63, H, carries 0.220; number 64, H, carries 0.215; number 65, H, carries 0.214; number 66, H, carries 0.243; number 67, H, carries 0.216; number 68, H, carries 0.238; number 69, H, carries 0.222

***

Entry from the OMol25 dataset: C28H34N8S2V as an isolated structure (wB97M-V/def2-TZVPD).

Element x y z (Å)
V -0.591 -0.110 0.411
C 2.623 0.424 -0.424
N 1.334 -0.219 -0.843
C 0.943 0.477 -2.127
C -0.551 0.725 -2.352
C -0.791 1.721 -3.462
C -1.940 2.378 -3.436
C -2.868 2.104 -2.270
C -1.985 2.112 -1.061
N -0.957 1.371 -1.041
C 1.651 -1.643 -1.135
C 2.285 -2.509 -0.058
C 2.760 -3.752 -0.476
C 3.349 -4.593 0.449
C 3.453 -4.166 1.766
C 2.943 -2.925 2.090
N 2.355 -2.107 1.206
C 2.570 1.899 -0.082
C 3.651 2.705 -0.434
C 3.637 4.042 -0.076
C 2.537 4.534 0.610
C 1.510 3.660 0.911
N 1.519 2.364 0.587
H 3.339 0.292 -1.244
H 3.012 -0.124 0.429
H 1.407 -0.019 -2.983
H 1.371 1.478 -2.077
H -0.056 1.842 -4.247
H -2.230 3.093 -4.192
H -3.663 2.842 -2.200
H -2.267 2.640 -0.154
H 2.318 -1.681 -2.007
H 0.730 -2.143 -1.426
H 2.679 -4.047 -1.514
H 3.732 -5.559 0.150
H 3.922 -4.778 2.523
H 3.014 -2.560 3.108
H 4.482 2.288 -0.987
H 4.464 4.690 -0.332
H 2.474 5.572 0.907
H 0.634 4.015 1.445
N 0.347 0.327 2.369
C 0.301 -0.822 3.303
C -0.783 -1.815 2.921
N -0.727 -2.074 1.470
H 1.302 0.652 2.264
H -0.143 1.127 2.758
H 0.167 -0.496 4.337
H 1.268 -1.312 3.242
H -1.777 -1.430 3.141
H -0.657 -2.731 3.505
H -1.525 -2.632 1.181
H 0.099 -2.638 1.281
C -0.734 -1.769 -3.324
C -1.444 -0.593 -2.646
N -1.994 -0.868 -1.292
C -3.082 -0.212 -1.147
C -3.549 0.642 -2.334
S -2.912 -0.322 -3.688
C -3.648 0.006 0.188
C -4.964 0.125 0.499
S -5.124 0.572 2.132
C -3.424 0.596 2.308
N -2.762 0.253 1.226
C -2.825 1.051 3.599
H 0.343 -1.678 -3.380
H -1.085 -1.874 -4.350
H -0.988 -2.693 -2.803
H -4.629 0.756 -2.376
H -5.818 -0.020 -0.142
H -3.566 1.573 4.203
H -2.010 1.751 3.412
H -2.452 0.216 4.191

Computed properties:
Net charge: +2
Spin multiplicity: 4
Kohn-Sham gap (spin up / spin down), eV: 7.47 / 8.38
Energy above the lowest of the compared OMol25 structures with the same formula, charge and spin, eV: 3.091

List of Löwdin charges in e, atom by atom: number 1, V, carries 0.813; number 2, C, carries -0.111; number 3, N, carries -0.156; number 4, C, carries -0.099; number 5, C, carries -0.322; number 6, C, carries -0.026; number 7, C, carries -0.048; number 8, C, carries -0.188; number 9, C, carries -0.070; number 10, N, carries 0.014; number 11, C, carries -0.135; number 12, C, carries -0.273; number 13, C, carries -0.006; number 14, C, carries -0.028; number 15, C, carries -0.033; number 16, C, carries -0.118; number 17, N, carries 0.073; number 18, C, carries -0.284; number 19, C, carries -0.004; number 20, C, carries -0.031; number 21, C, carries -0.042; number 22, C, carries -0.122; number 23, N, carries 0.086; number 24, H, carries 0.138; number 25, H, carries 0.113; number 26, H, carries 0.134; number 27, H, carries 0.131; number 28, H, carries 0.139; number 29, H, carries 0.131; number 30, H, carries 0.148; number 31, H, carries 0.147; number 32, H, carries 0.137; number 33, H, carries 0.100; number 34, H, carries 0.126; number 35, H, carries 0.123; number 36, H, carries 0.118; number 37, H, carries 0.112; number 38, H, carries 0.122; number 39, H, carries 0.121; number 40, H, carries 0.115; number 41, H, carries 0.109; number 42, N, carries -0.022; number 43, C, carries -0.206; number 44, C, carries -0.213; number 45, N, carries -0.020; number 46, H, carries 0.079; number 47, H, carries 0.070; number 48, H, carries 0.128; number 49, H, carries 0.078; number 50, H, carries 0.085; number 51, H, carries 0.131; number 52, H, carries 0.108; number 53, H, carries 0.077; number 54, C, carries -0.062; number 55, C, carries -0.579; number 56, N, carries 0.085; number 57, C, carries -0.266; number 58, C, carries -0.385; number 59, S, carries 1.091; number 60, C, carries -0.318; number 61, C, carries -0.287; number 62, S, carries 1.179; number 63, C, carries -0.600; number 64, N, carries 0.035; number 65, C, carries -0.052; number 66, H, carries 0.060; number 67, H, carries 0.074; number 68, H, carries 0.101; number 69, H, carries 0.120; number 70, H, carries 0.100; number 71, H, carries 0.089; number 72, H, carries 0.083; number 73, H, carries 0.081

***

Record order is preserved below.
E_tot: -1821.38144 -3265.36298 Eh